{
  "formula": "C7H8ClN2O2P",
  "method": "ωB97M-V/def2-TZVPD",
  "total_charge": 0,
  "relative_energy_kcal_mol": 0.0,
  "multiplicity": 1,
  "fmax_ev_per_a": 3.75,
  "elements": ["C", "C", "C", "C", "C", "C", "C", "N", "N", "O", "O", "P", "Cl", "H", "H", "H", "H", "H", "H", "H", "H"],
  "positions_angstrom": [[-0.51, 2.07, -2.53], [-0.95, 2.40, -1.24], [0.11, 0.81, -2.70], [-0.83, 1.53, -0.17], [0.20, -0.07, -1.63], [-0.25, 0.32, -0.38], [-0.11, -0.54, 0.75], [-1.10, -0.75, 1.65], [1.08, -0.99, 1.04], [1.29, -1.22, 3.57], [-0.09, -2.96, 2.34], [1.10, -2.07, 2.42], [2.83, -2.89, 1.90], [-0.80, 2.47, -3.47], [-1.45, 3.34, -1.06], [0.58, 0.53, -3.65], [-1.04, 1.86, 0.85], [0.95, -0.89, -1.61], [-1.97, -0.58, 1.30], [-0.94, -1.55, 2.24], [1.89, -0.84, 0.40]]
}

=====

{
  "formula": "C5H11NO",
  "method": "ωB97M-V/def2-TZVPD",
  "total_charge": 0,
  "relative_energy_kcal_mol": 51.7,
  "multiplicity": 1,
  "fmax_ev_per_a": 4.46,
  "smiles": "CC(=O)C[C@H](C)N",
  "elements": ["C", "C", "O", "C", "C", "C", "N", "H", "H", "H", "H", "H", "H", "H", "H", "H", "H", "H"],
  "positions_angstrom": [[1.31, 1.60, -0.79], [0.85, 0.63, 0.27], [0.78, 0.95, 1.47], [0.84, -0.86, -0.10], [-0.58, -1.26, 0.24], [-1.49, 0.10, -0.57], [-0.85, -1.31, 1.61], [0.83, 2.57, -0.62], [1.06, 1.25, -1.80], [2.39, 1.71, -0.72], [1.05, -1.01, -1.16], [1.59, -1.39, 0.50], [-0.95, -2.13, -0.30], [-2.49, -0.14, -0.20], [-1.48, -0.10, -1.64], [-1.43, 1.17, -0.37], [-1.42, -0.57, 2.01], [0.00, -1.24, 2.18]]
}

=====

{
  "formula": "C3H9O2PS2",
  "method": "ωB97M-V/def2-TZVPD",
  "total_charge": 0,
  "relative_energy_kcal_mol": 13.8,
  "multiplicity": 1,
  "fmax_ev_per_a": 0.74,
  "smiles": "CC(C)=O.OP(S)S",
  "elements": ["C", "C", "C", "O", "H", "H", "H", "H", "H", "H", "O", "P", "S", "S", "H", "H", "H"],
  "positions_angstrom": [[1.51, -0.77, 0.54], [0.87, 0.59, 0.46], [1.32, 1.42, -0.72], [0.05, 0.99, 1.25], [0.97, -1.44, -0.13], [2.54, -0.73, 0.22], [1.44, -1.16, 1.55], [1.32, 0.82, -1.62], [2.34, 1.76, -0.54], [0.68, 2.29, -0.84], [-2.78, 1.58, -0.25], [-3.32, 0.38, 0.68], [-5.18, 0.01, -0.33], [-2.14, -1.27, -0.01], [-2.58, 1.34, -1.16], [-5.66, -0.72, 0.66], [-1.74, -1.57, 1.21]]
}

=====

{
  "formula": "C4H4BrN",
  "method": "ωB97M-V/def2-TZVPD",
  "total_charge": 0,
  "relative_energy_kcal_mol": 87.7,
  "multiplicity": 1,
  "fmax_ev_per_a": 2.72,
  "smiles": "C[C@@]1(Br)C2=N[C@H]21",
  "elements": ["C", "C", "Br", "C", "N", "C", "H", "H", "H", "H"],
  "positions_angstrom": [[0.49, -1.14, 0.28], [-0.36, 0.12, 0.06], [-2.24, -0.51, 0.04], [0.26, 1.38, 0.82], [0.93, 1.83, -0.19], [-0.06, 1.18, -0.84], [-0.20, -2.03, 0.66], [1.16, -0.94, 1.09], [0.94, -1.56, -0.68], [-0.92, 1.67, -1.25]]
}

=====

{
  "formula": "C10H12N2",
  "method": "ωB97M-V/def2-TZVPD",
  "total_charge": 0,
  "relative_energy_kcal_mol": 0.0,
  "multiplicity": 1,
  "fmax_ev_per_a": 0.83,
  "smiles": "c1c[nH]cn1.Cc1ccccc1",
  "elements": ["C", "C", "N", "C", "N", "H", "H", "H", "H", "C", "C", "C", "C", "C", "C", "C", "H", "H", "H", "H", "H", "H", "H", "H"],
  "positions_angstrom": [[-1.22, 1.39, -2.90], [-0.23, 0.76, -2.18], [-0.73, 0.64, -0.91], [-1.98, 1.18, -0.91], [-2.31, 1.65, -2.11], [-1.20, 1.67, -3.95], [0.77, 0.40, -2.45], [-0.26, 0.22, -0.11], [-2.61, 1.22, -0.02], [0.93, 4.61, 0.78], [1.43, 3.42, 1.56], [2.60, 2.75, 1.19], [3.05, 1.63, 1.89], [2.33, 1.16, 2.99], [1.16, 1.82, 3.38], [0.72, 2.94, 2.67], [1.78, 5.15, 0.33], [0.37, 5.30, 1.43], [0.26, 4.27, -0.03], [3.18, 3.12, 0.33], [3.97, 1.12, 1.58], [2.68, 0.29, 3.55], [0.59, 1.47, 4.25], [-0.20, 3.46, 2.98]]
}

=====

{
  "formula": "C3H9N4O2",
  "method": "ωB97M-V/def2-TZVPD",
  "total_charge": 1,
  "relative_energy_kcal_mol": 53.3,
  "multiplicity": 1,
  "fmax_ev_per_a": 4.83,
  "elements": ["C", "C", "C", "N", "N", "N", "N", "O", "O", "H", "H", "H", "H", "H", "H", "H", "H", "H"],
  "positions_angstrom": [[-1.05, 1.68, 1.42], [0.28, -0.88, 0.48], [-0.74, -1.30, -1.70], [-2.01, 1.20, 0.88], [1.30, -0.50, 1.26], [0.14, -0.54, -0.79], [0.48, 0.60, -1.42], [0.00, 2.10, 1.76], [2.19, 0.49, 0.84], [-0.35, -1.71, 0.93], [-1.27, -2.03, -1.19], [-1.57, -0.62, -1.88], [-0.23, -1.64, -2.50], [-2.96, 0.76, 1.05], [1.58, -0.66, 2.19], [1.25, 0.54, -2.09], [0.72, 1.28, -0.70], [2.22, 1.24, 1.48]]
}

=====

Number 1: LUMO level -0.38 eV, Kohn-Sham gap 9.4 eV, HOMO -9.8 eV. Number 2: LUMO level 0.90 eV, Kohn-Sham gap 9.7 eV, HOMO -8.8 eV. Number 3: LUMO level 0.56 eV, Kohn-Sham gap 9.4 eV, HOMO -8.9 eV. Number 4: LUMO level 0.04 eV, Kohn-Sham gap 9.7 eV, HOMO -9.6 eV. Number 5: LUMO level 0.73 eV, Kohn-Sham gap 9.5 eV, HOMO -8.8 eV. Number 6: LUMO level -3.60 eV, Kohn-Sham gap 10.0 eV, HOMO -13.6 eV.